C21H45AsF6NO5Sn | the ωB97M-V functional and the def2-TZVPD basis

## Properties
maximum force: 5.1 eV/Å
⟨S²⟩: 0.753
HOMO energy (spin up / spin down): -0.314 / -0.327 hartree
orbital gap (spin up / spin down): 5.948 / 6.437 eV

The geometry in ORCA input format:
```
! RIJCOSX wB97M-V def2-TZVPD def2/J DEFGRID3
* xyz 0 2
Sn 3.69 2.48 1.22
As -0.01 -0.45 0.50
F -1.09 -1.83 0.08
F -1.41 0.47 1.17
F 1.11 1.02 0.89
F 1.40 -1.33 -0.25
F -0.21 0.32 -1.18
F 0.36 -1.12 2.15
C 0.99 3.69 -3.36
C 1.48 3.16 -1.97
N 2.90 2.67 -1.86
C 3.78 3.73 -2.46
C 3.75 5.06 -1.66
C 3.05 1.33 -2.58
C 4.42 0.70 -2.38
H 1.26 3.07 -4.22
H 1.40 4.69 -3.52
H -0.08 3.86 -3.35
H 1.31 3.69 -1.03
H 0.93 2.27 -1.65
H 4.85 3.50 -2.44
H 3.49 3.94 -3.49
H 4.38 5.00 -0.77
H 4.34 5.83 -2.17
H 2.73 5.39 -1.47
H 2.71 1.37 -3.61
H 2.24 0.71 -2.22
H 4.55 -0.12 -3.08
H 4.51 0.35 -1.36
H 5.22 1.44 -2.37
C -3.31 2.29 -1.97
C -4.17 1.01 -2.11
O -4.98 0.81 -3.07
C -4.20 0.17 -0.94
H -3.38 2.51 -0.90
H -3.79 3.06 -2.55
H -2.28 2.16 -2.33
H -3.60 0.56 -0.12
H -3.80 -0.80 -1.21
H -5.17 -0.13 -0.54
C -0.48 4.40 3.27
C -0.43 4.14 1.82
O 0.65 3.94 1.27
C -1.65 4.12 0.99
H -0.12 3.62 3.95
H -1.49 4.68 3.59
H 0.30 5.12 3.52
H -2.29 3.61 1.71
H -1.53 3.49 0.11
H -1.85 5.18 0.87
C 0.82 -4.41 -1.70
C -0.23 -4.91 -2.67
O 0.08 -5.52 -3.73
C -1.70 -4.78 -2.23
H 1.21 -3.48 -2.11
H 1.68 -5.03 -1.47
H 0.38 -4.11 -0.75
H -1.80 -4.88 -1.15
H -2.36 -5.47 -2.75
H -2.18 -3.83 -2.48
C -2.68 -3.35 2.69
C -2.97 -3.67 4.14
O -2.65 -4.74 4.57
C -3.77 -2.67 5.03
H -1.79 -2.80 2.35
H -3.60 -2.90 2.33
H -2.58 -4.33 2.22
H -4.06 -3.21 5.93
H -4.60 -2.38 4.40
H -3.35 -1.69 5.27
C 2.48 -3.20 2.83
C 1.91 -4.55 2.53
O 2.70 -5.46 2.53
C 0.45 -4.69 2.20
H 3.51 -3.19 3.18
H 1.82 -2.74 3.56
H 2.47 -2.72 1.85
H -0.03 -4.61 3.17
H 0.31 -5.68 1.77
H 0.08 -3.89 1.56
*
```

Mulliken population analysis, charges in e, atoms 1 to 5:
1. Sn 0.824
2. As 2.228
3. F -0.542
4. F -0.492
5. F -0.571

---

C21H45BF8N5O2 | the ωB97M-V functional and the def2-TZVPD basis

## Properties
maximum force: 5.1 eV/Å
HOMO energy: -0.337 hartree
energy relative to the best compared isomer or geometry (same formula, charge and spin): 865.5 kJ/mol
orbital gap: 3.240 eV

The geometry in ORCA input format:
```
! RIJCOSX wB97M-V def2-TZVPD def2/J DEFGRID3
* xyz 1 1
C 7.58 -1.05 0.88
B 6.43 0.12 0.80
O 6.57 1.27 1.75
N 5.23 0.14 -0.13
C 3.93 -0.62 0.05
C 3.84 -1.53 1.41
O 2.39 -1.88 1.57
C 2.02 -3.00 0.70
C 0.78 -2.69 -0.34
F 0.37 -4.00 -0.97
F 1.34 -1.87 -1.44
C -0.57 -2.08 0.36
F -0.52 -2.54 1.80
F -1.73 -2.70 -0.35
C -0.75 -0.46 0.25
F 0.42 0.25 0.84
F -0.87 0.04 -1.17
C -2.08 0.14 1.03
F -2.94 0.86 0.02
F -2.96 -0.90 1.63
C 5.30 0.97 -1.25
N 4.41 2.22 -1.21
N 6.18 0.67 -2.47
H 7.42 -1.89 0.09
H 8.62 -0.53 0.63
H 7.67 -1.46 1.99
H 5.62 1.57 1.97
H 3.79 -1.36 -0.86
H 3.01 0.14 0.06
H 4.12 -0.95 2.41
H 4.51 -2.48 1.27
H 1.67 -3.92 1.36
H 2.94 -3.40 0.06
H -1.77 0.99 1.81
H 3.44 1.90 -1.47
H 4.77 2.95 -1.87
H 5.52 0.46 -3.27
H 6.70 -0.25 -2.33
C 0.87 7.88 0.36
C 0.91 6.40 -0.01
N 2.04 5.67 0.57
C 2.23 4.34 -0.01
C 1.13 3.31 0.22
C 2.18 5.74 2.02
C 1.01 5.27 2.88
H 1.81 8.38 0.09
H 0.06 8.38 -0.19
H 0.68 8.03 1.42
H 0.97 6.34 -1.10
H -0.05 5.94 0.27
H 3.18 3.92 0.34
H 2.37 4.46 -1.09
H 1.14 2.92 1.24
H 1.29 2.45 -0.45
H 0.13 3.70 0.00
H 2.40 6.79 2.30
H 3.09 5.20 2.33
H 0.05 5.63 2.52
H 1.14 5.63 3.90
H 0.97 4.18 2.93
C -7.34 -6.21 0.12
C -6.45 -4.98 0.00
N -5.87 -4.80 -1.33
C -4.81 -3.79 -1.37
C -5.19 -2.35 -1.06
C -6.81 -4.74 -2.45
C -7.90 -3.67 -2.41
H -6.80 -7.12 -0.18
H -7.65 -6.35 1.16
H -8.25 -6.13 -0.48
H -5.64 -5.10 0.73
H -7.02 -4.10 0.31
H -4.31 -3.82 -2.34
H -4.03 -4.09 -0.65
H -5.73 -1.88 -1.89
H -4.28 -1.75 -0.90
H -5.80 -2.26 -0.16
H -7.30 -5.72 -2.53
H -6.26 -4.65 -3.40
H -8.38 -3.60 -1.44
H -8.68 -3.92 -3.14
H -7.51 -2.69 -2.69
*
```

Mulliken population analysis, charges in e, atoms 1 to 5:
1. C -0.836
2. B 0.372
3. O -0.519
4. N 0.303
5. C -0.041

---

C21H45OP3SeTl | the ωB97M-V functional and the def2-TZVPD basis

## Properties
maximum force: 2.8 eV/Å
HOMO energy (spin up / spin down): -0.588 / -0.588 hartree
energy relative to the best compared isomer or geometry (same formula, charge and spin): 185.3 kJ/mol
orbital gap (spin up / spin down): 3.481 / 4.706 eV

The geometry in ORCA input format:
```
! RIJCOSX wB97M-V def2-TZVPD def2/J DEFGRID3
* xyz 3 1
Tl 1.41 -0.26 -0.11
P -1.92 -0.08 0.15
P 0.03 -2.02 -1.81
P 0.24 2.45 0.64
H 5.97 1.65 -5.48
C 6.51 2.21 -4.69
C 6.97 1.57 -3.60
H 7.06 0.48 -3.56
C -3.31 0.55 -0.89
C -2.57 -1.76 0.50
C -2.44 0.66 1.75
C 1.54 -2.29 -2.82
C -0.27 -3.72 -1.21
C -1.24 -1.87 -3.13
C 1.80 3.37 0.30
C 0.08 2.79 2.44
C -0.96 3.68 -0.02
H 6.62 3.29 -4.88
H 7.30 2.12 -2.71
H -4.24 0.28 -0.38
H -3.27 0.09 -1.88
H -3.22 1.64 -0.96
H -3.55 -1.63 0.98
H -1.88 -2.27 1.20
H -2.69 -2.33 -0.43
H -3.39 0.19 2.04
H -2.59 1.74 1.63
H -1.68 0.43 2.51
H 1.49 -3.30 -3.27
H 2.43 -2.23 -2.17
H 1.61 -1.52 -3.60
H -0.54 -4.34 -2.08
H -1.09 -3.73 -0.48
H 0.63 -4.12 -0.74
H -1.15 -2.74 -3.79
H -1.06 -0.94 -3.70
H -2.24 -1.84 -2.69
H 1.77 4.33 0.83
H 1.89 3.54 -0.79
H 2.66 2.78 0.65
H 0.27 3.86 2.62
H 0.81 2.19 3.00
H -0.93 2.54 2.78
H -0.70 4.67 0.39
H -1.99 3.43 0.28
H -0.89 3.69 -1.11
C 1.41 1.91 -3.42
C 2.70 1.41 -3.21
C 3.78 1.99 -3.86
C 3.62 2.95 -4.86
C 2.31 3.40 -5.13
C 1.23 2.91 -4.40
Se -0.02 1.29 -2.40
H 3.04 0.55 -0.36
H 2.88 0.62 -2.49
H 4.76 1.66 -3.56
H 4.50 3.33 -5.39
H 2.18 4.14 -5.93
H 0.22 3.28 -4.55
C 1.47 -2.98 3.61
C 2.32 -1.70 3.74
C 1.48 -0.62 3.04
O 0.59 -1.30 2.10
C 0.40 -2.68 2.56
H 2.07 -3.84 3.30
H 1.00 -3.20 4.57
H 3.28 -1.84 3.22
H 2.52 -1.41 4.77
H 0.81 -0.07 3.73
H 2.12 0.11 2.49
H 0.46 -3.33 1.67
H -0.61 -2.76 3.00
*
```

Mulliken population analysis, charges in e, atoms 1 to 5:
1. Tl 0.778
2. P 0.788
3. P 0.831
4. P 0.641
5. H 0.454